125
Properties=species:S:1:pos:R:3:forces:R:3 method="wB97M-V/def2-TZVPD" homo_energy_ev="-8.4 / -8.4" total_charge=0 multiplicity=2 lumo_energy_ev="0.0 / -5.8" e_above_lowest_kcal_mol=0.00
H 2.307450 -2.032563 4.815558 -0.1 -0.4 0.1
H 5.772613 -0.637201 -0.476777 0.0 -0.6 0.5
H 0.422876 -2.958514 -5.923579 0.8 -0.4 -0.3
C -3.314135 3.812134 0.016912 0.0 -0.5 -0.7
H -5.323969 7.246843 1.056875 0.0 0.3 -0.2
H 3.274277 -0.461439 -4.038239 -0.5 0.2 0.6
H -0.006321 -2.719748 3.784057 0.2 -0.5 0.1
N -0.175332 -3.468581 -5.289482 0.5 -0.6 -0.7
C 0.397418 -3.316647 -3.943215 -2.7 1.2 -0.1
C 3.535002 2.673496 -2.403254 -0.6 0.0 2.0
H 4.482634 4.456375 -2.302796 -0.1 0.1 0.4
N 2.124940 -3.122319 -0.619097 0.9 3.2 1.6
C -4.702435 0.329083 -3.128111 0.6 -0.3 -0.1
C 4.229906 -2.634469 -1.718170 1.7 0.2 -0.4
H -3.827976 0.842325 -3.528110 0.4 -0.1 0.5
N 3.824417 3.990340 -2.910801 0.4 0.0 -1.7
C 1.384891 6.313737 5.580734 -0.7 -1.0 -0.1
H -4.948431 2.425121 0.203662 -0.2 -0.1 -0.1
H -5.598772 -5.141162 2.362428 0.2 0.0 -0.1
H 3.603357 -1.658520 3.756460 0.0 0.0 -0.4
H -1.622182 2.857384 -0.356162 0.2 -0.1 -0.6
H -4.131246 -2.429007 2.740958 -0.2 -0.1 -0.1
H 2.043264 3.331716 -0.964143 0.1 0.4 0.0
H -3.479848 3.898575 -1.056941 -1.0 0.4 0.0
C -3.829801 5.034734 0.794630 -0.1 -0.5 -0.2
H 2.709167 -3.199651 3.502952 0.3 0.0 0.3
H 2.050659 -1.270589 1.961474 -0.4 -0.9 -0.9
H -0.402043 -2.083541 2.181618 -0.2 0.3 0.1
H 1.675073 -3.373470 0.249609 -0.9 -1.6 0.8
C -2.011874 -5.623260 -2.128242 -0.2 0.0 -1.5
H 0.657659 0.331010 2.802684 -1.1 -0.6 -0.5
H -2.793943 -2.432182 1.595078 0.0 0.0 -0.2
H 1.632258 2.670871 -3.276462 -0.1 -0.1 -0.6
H 3.808623 -1.834614 -2.327158 -0.3 0.3 0.3
O -5.206195 5.257331 0.549317 0.0 -0.4 -0.1
O 2.873883 1.564764 -4.569838 0.6 -0.9 0.5
C 1.559353 -1.527739 2.899871 0.5 -0.3 -0.2
O -1.343786 -1.102566 -0.391119 -1.0 -0.1 0.5
C 0.394005 -2.509616 2.792243 0.2 0.6 -1.5
H 2.914379 1.907811 -0.553220 0.1 0.0 0.6
H -1.412865 -3.034993 -2.827487 -0.4 -0.1 -0.2
H 5.027292 -3.708127 0.910044 -0.1 0.1 0.2
O 5.682844 -2.450658 -1.681878 -1.4 0.0 1.0
C 0.237884 3.366782 3.598739 -0.9 1.4 1.1
H -1.589178 2.354691 3.549334 0.0 0.2 0.6
O -0.657053 0.701261 0.976385 0.2 0.0 -0.6
H -0.290846 -5.185836 2.968215 0.4 0.0 0.2
C -3.899342 2.480828 0.494191 -1.3 0.4 0.1
H -5.607080 6.201674 2.414600 0.3 -0.6 0.2
H -0.184759 -3.761489 -1.881145 0.3 -0.5 0.3
H -3.487408 -4.971251 2.301640 0.3 0.4 0.4
H 0.347613 -5.455110 1.296939 0.0 -0.3 0.3
O 0.857514 -3.667025 2.043920 -0.2 0.2 0.7
H 0.682563 4.513326 1.756689 -0.3 0.1 0.4
H 1.138445 -1.684610 -2.811707 0.0 0.7 0.2
H 4.059006 -4.903095 0.108700 0.0 0.1 -0.5
C -3.817246 -2.771823 1.755068 0.5 -1.3 -0.1
H -3.887476 -0.346483 -1.211760 0.1 0.4 -0.1
H -0.858719 4.406088 5.269156 0.2 -0.1 0.4
H 3.773464 -0.094203 -5.575766 0.0 0.9 -0.4
H 1.339977 -3.859554 -3.873063 0.0 -0.1 -0.1
H 4.712118 0.491202 -4.189711 0.1 0.5 -0.1
N -1.863971 3.755222 0.038205 0.5 0.2 1.0
C -0.635995 -3.798223 -2.872674 0.2 -0.4 -1.5
H 3.340202 -4.090162 1.421007 0.1 0.5 0.2
H 1.673818 -2.245024 -0.835729 -1.3 0.6 -1.6
H 4.003026 -3.560788 -2.245959 0.6 -0.1 -0.1
O -0.844352 0.956315 -1.422611 -0.2 0.3 1.0
H 1.375834 7.025619 4.755367 -0.2 0.0 -0.2
H -0.258564 -1.125894 -3.778079 -0.5 -0.6 0.3
H 3.548195 -1.903430 0.254454 -0.5 0.9 -0.1
N -0.965126 2.881888 2.955430 -0.9 -0.1 -0.4
C -5.741351 6.279300 1.335679 -0.5 0.4 -0.3
C 4.010902 -3.920788 0.578644 0.7 -0.2 -0.4
O -1.179417 -5.089802 -3.236550 -0.2 0.3 2.8
H 5.533379 -0.475849 -2.168328 -0.4 0.2 -0.1
C 0.590472 -1.808678 -3.745738 1.5 -0.3 0.4
H -1.663725 3.573940 1.011426 0.6 0.3 0.6
H 2.321231 6.461985 6.118698 0.2 -0.7 -0.2
H -5.236891 -1.284552 -1.721624 -0.6 0.3 -0.2
H -3.748514 4.882484 1.870878 0.5 -0.2 0.3
C 3.706393 0.371650 -4.592627 -0.8 0.2 0.3
H 4.485414 2.162639 -2.248835 0.0 -0.9 -0.5
H 0.555427 2.558890 4.257962 1.2 0.1 -0.1
O 1.215961 4.939183 5.116256 -0.2 1.0 0.5
O 0.796145 -0.408677 -0.543694 2.8 -0.2 0.4
H 7.086705 -0.807770 -1.659730 0.3 -1.1 0.3
H 0.607495 6.551493 6.306836 -0.3 0.2 -0.1
H 2.151745 4.126042 2.688500 -0.2 0.3 0.5
N 1.175638 -0.251100 3.445292 0.2 1.1 0.5
C -0.068201 4.604851 4.545495 1.4 -0.5 -1.4
H -2.393982 -6.594195 -2.443476 0.3 0.0 -0.3
C 6.057312 -1.082787 -1.429932 -1.0 0.8 -1.2
H 2.032469 0.269498 3.323132 0.6 0.4 1.0
H -0.990600 -2.898954 -5.465446 -0.9 -0.2 1.0
C 2.434361 1.934578 -3.225440 1.4 0.3 -0.5
Cl -0.525978 0.081249 -0.323006 -1.4 -0.8 -1.4
C 1.139295 3.803167 2.446012 0.9 -1.0 -0.1
H -5.319894 1.106453 -2.678056 -0.4 -0.2 -0.3
C 3.492209 -2.805005 -0.355568 1.0 -2.9 0.1
H -0.693238 2.183658 2.278192 0.0 0.1 -0.3
H -3.938791 2.414241 1.581435 0.4 0.0 0.2
C -3.976459 -4.314855 1.581874 0.1 1.2 0.8
C -4.374151 -0.739360 -2.104450 0.4 -0.3 0.2
C 2.630083 -2.148659 3.780895 -0.2 0.0 0.5
H -2.911422 -5.031180 -1.959850 0.1 0.5 -0.2
H 1.317399 2.912652 1.843210 0.0 -0.2 -0.3
C -0.075790 -4.736515 1.998692 -0.1 0.0 -0.6
H -5.072916 -0.164300 -4.026663 -0.8 0.2 0.2
H -1.562234 -5.788097 -1.149084 0.8 0.3 -0.1
H -4.463013 -2.380055 0.969184 0.1 0.4 0.2
O -5.375080 -4.529982 1.656722 -0.4 -0.5 -0.5
H -3.515585 -4.594201 0.634433 -0.5 -0.1 -0.5
H 2.011473 1.039752 -2.768774 0.3 0.0 0.5
H -3.413775 1.595499 0.083675 0.3 0.2 0.0
H 3.733270 3.495022 -0.369496 0.0 0.0 -0.1
C 3.045893 2.904254 -0.974982 -0.9 -1.3 -0.1
H -1.043197 -4.452168 1.584725 -0.1 0.5 -0.1
H 1.224252 -1.457865 -4.560207 0.3 0.1 0.1
H -0.415303 5.398835 3.884276 -0.1 0.3 0.0
H 4.402192 3.758719 -3.706179 0.0 0.7 -0.9
H -2.996758 -2.019160 -1.898464 0.4 -0.2 -0.1
H -3.234147 5.908300 0.529732 0.1 0.2 -0.1
O -3.508770 -1.740720 -2.661289 0.1 0.2 0.0
H -6.817565 6.283570 1.162914 0.0 0.1 -0.1